{"formula": "C11H21BCrMnN7O26S", "method": "the ωB97M-V functional and the def2-TZVPD basis", "species": ["Mn", "Cr", "O", "C", "O", "B", "O", "C", "O", "O", "C", "O", "C", "O", "O", "S", "O", "O", "O", "O", "C", "N", "O", "O", "H", "H", "H", "C", "N", "O", "O", "H", "H", "H", "C", "N", "O", "O", "H", "H", "H", "C", "N", "O", "O", "H", "H", "H", "C", "N", "O", "O", "H", "H", "H", "C", "N", "O", "O", "H", "H", "H", "C", "N", "O", "O", "H", "H", "H"], "xyz": [[-1.961026, 0.459370, 3.240106], [-0.028256, -2.183650, -0.837224], [2.925714, 5.228210, -4.097304], [2.274114, 4.211830, -3.966704], [2.724184, 3.106260, -3.624834], [1.700514, 2.077200, -3.862924], [0.508464, 2.858150, -4.231624], [0.774054, 4.082150, -4.399404], [0.063064, 5.005450, -4.879474], [1.504314, 1.242690, -2.669744], [1.483294, -0.028060, -3.085844], [1.265774, -1.015520, -2.366634], [1.806804, -0.137310, -4.550034], [2.051184, 1.121230, -4.979554], [1.929824, -1.103780, -5.322324], [-0.760306, -0.933680, 1.311546], [-0.493896, -0.847830, 2.710966], [-1.701486, 0.133400, 1.283656], [0.390474, -0.636430, 0.477056], [-1.262066, -2.192940, 0.765856], [-2.457076, 0.452690, -3.549274], [-2.593176, -0.316400, -2.282384], [-3.648366, -0.359760, -1.698644], [-1.574196, -0.923060, -1.889664], [-2.301556, -0.273250, -4.347354], [-1.624896, 1.155300, -3.505554], [-3.355926, 1.062250, -3.642024], [3.267724, -2.580760, 1.813426], [3.131344, -3.158590, 0.434356], [4.020904, -4.022270, 0.156406], [2.129034, -2.945910, -0.246464], [4.287994, -2.211010, 1.915656], [3.119344, -3.419520, 2.493546], [2.491034, -1.843160, 2.015386], [1.629084, 3.439260, 3.305856], [0.406934, 2.752100, 3.864066], [-0.195056, 1.963150, 3.179796], [0.146604, 2.922140, 5.046436], [1.738784, 4.521920, 3.368396], [1.687314, 3.094040, 2.273606], [2.277064, 2.835180, 3.940926], [-1.522176, -5.078600, 2.058696], [-0.090416, -5.039550, 1.641956], [0.804394, -5.397930, 2.391246], [0.214854, -4.453340, 0.616046], [-2.160856, -4.347410, 1.563166], [-1.686546, -5.314380, 3.110116], [-1.915746, -5.955010, 1.543796], [-2.408366, 2.929320, 0.693566], [-2.004836, 4.309660, 0.140256], [-1.245596, 4.953390, 0.867646], [-2.479226, 4.689160, -0.925734], [-2.762406, 2.264740, -0.094524], [-3.400996, 2.979330, 1.141096], [-1.592956, 2.483660, 1.263296], [3.292334, 0.418450, 0.056016], [3.874494, 1.786040, -0.233744], [3.226544, 2.687830, 0.288956], [4.900214, 1.886110, -0.821134], [2.707554, 0.393300, 0.975526], [3.980624, -0.403820, -0.139494], [2.494274, 0.267070, -0.670814], [-4.515626, -2.849320, 1.573986], [-3.972656, -2.344060, 2.885536], [-4.103506, -3.118220, 3.803116], [-3.431686, -1.251490, 2.952686], [-5.602736, -2.873430, 1.649636], [-4.129256, -3.862600, 1.464106], [-4.247326, -2.350000, 0.642976]], "forces_ev_per_a": [[0.8, -0.3, -0.4], [1.0, -0.9, -2.8], [-0.7, -0.6, 0.4], [-0.5, 6.0, -2.2], [1.0, -4.7, 1.2], [0.7, 0.3, -0.8], [-1.8, -3.2, 0.2], [-0.5, 5.7, -1.7], [2.2, -3.5, 1.9], [-0.3, -1.7, -0.6], [-0.7, -2.0, 2.6], [0.4, 2.0, -1.3], [1.5, -0.5, -4.5], [-0.7, -0.3, 1.6], [-0.8, 2.2, 3.2], [2.3, -1.5, -3.7], [2.2, -2.1, 5.7], [-4.9, 4.3, -2.0], [1.1, 1.3, 1.1], [-1.9, -0.5, 2.2], [-0.4, 0.5, 0.1], [2.0, -0.5, 0.1], [-0.9, 0.1, 0.3], [-0.9, 0.7, -0.6], [-0.1, 0.2, 0.0], [0.3, -0.4, 0.3], [-0.1, -0.4, -0.3], [-0.2, 0.0, -0.1], [0.9, -2.8, -0.5], [-2.3, 2.6, 0.4], [1.8, 0.2, 0.6], [-0.2, 0.1, -0.1], [0.1, -0.1, -0.2], [0.2, 0.1, -0.4], [-0.1, -1.9, -0.6], [-0.2, 2.2, 2.7], [-1.2, -1.2, -1.5], [0.1, 0.0, -1.2], [-0.6, -0.3, 0.6], [0.2, 0.2, 0.0], [1.1, 0.8, -0.3], [-0.8, -1.9, -1.0], [1.8, 2.3, 0.3], [-1.2, -0.9, 0.7], [-1.3, -0.9, -0.4], [1.0, 0.8, 0.5], [0.5, 0.7, -0.1], [0.2, -0.5, 0.0], [-0.7, 0.0, -1.2], [-0.3, 0.0, 0.2], [-0.8, -0.7, -0.9], [0.7, -0.7, 1.6], [1.1, 0.1, -0.7], [0.3, 0.9, 1.0], [-0.3, 0.5, -0.1], [-0.8, -0.3, -1.2], [-1.5, -1.1, 2.2], [0.3, 0.3, -0.5], [0.7, 0.2, -0.8], [0.8, 0.3, 0.2], [0.4, 0.5, 0.4], [0.1, 0.3, -0.2], [-0.2, -0.5, -0.8], [-0.3, -1.4, -0.4], [0.3, 0.9, -0.2], [-0.1, 0.7, 0.3], [0.1, 0.0, 0.3], [-0.3, 0.0, 0.4], [0.4, 0.8, 0.6]], "largest_force_ev_per_a": 6.86, "homo_ev": [-5.66, -8.66], "multiplicity": 11, "orbital_gap_ev": [2.77, 5.55], "total_energy_ha": -5389.23330, "e_lumo_ev": [-2.89, -3.11], "s_squared": 30.023, "total_charge": 0, "mol_weight_da": 817.1}